Formula: C39H58BClN10O3PtS2
Source: the Open Molecules 2025 dataset
Level of theory: ωB97M-V/def2-TZVPD

Element x y z (Å)
Pt -0.1737 -0.4571 -0.2023
C 4.6639 1.5438 1.1666
C 3.7881 0.6514 0.3586
C 4.1573 -0.3045 -0.5572
C 2.9932 -0.8928 -1.0545
N 1.9367 -0.2704 -0.4469
N 2.4551 0.6418 0.4129
B 1.5815 1.5086 1.3010
N 0.8876 0.6756 2.3612
N -0.0817 -0.2329 2.0456
C -0.5119 -0.7659 3.2154
C 0.2193 -0.1841 4.2527
C 1.0803 0.7243 3.6851
C 2.0568 1.6225 4.3614
C -1.5797 -1.7930 3.5458
C -2.3714 -2.2856 2.3539
C -0.9012 -2.9855 4.2378
C -2.5776 -1.1330 4.5131
N 0.5693 2.2735 0.4468
N -0.4367 1.6939 -0.2770
C -1.1900 2.7124 -0.7735
C -0.5954 3.9162 -0.3990
C 0.4962 3.6072 0.3790
C 1.4456 4.5447 1.0425
C -2.5137 2.7182 -1.5325
C -2.8778 4.1551 -1.9325
C -2.4541 1.8901 -2.8116
C -3.6203 2.2251 -0.5972
C 3.2038 -2.0598 -2.0463
C 1.9945 -2.6231 -2.7773
C 3.8659 -3.1988 -1.2528
C 4.1681 -1.5708 -3.1446
H 5.7021 1.3435 0.9118
H 4.5369 1.3720 2.2342
H 4.4595 2.5955 0.9701
H 5.1649 -0.5526 -0.8327
H 2.2813 2.2938 1.8422
H 0.1149 -0.3882 5.3031
H 2.0047 1.4572 5.4351
H 1.8387 2.6722 4.1669
H 3.0784 1.4276 4.0381
H -1.7563 -2.8133 1.6277
H -2.8227 -1.4256 1.8719
H -3.1546 -2.9647 2.6933
H -0.1213 -3.4084 3.6010
H -1.6399 -3.7621 4.4406
H -0.4446 -2.7012 5.1850
H -3.0779 -0.2893 4.0337
H -2.0942 -0.7628 5.4149
H -3.3322 -1.8614 4.8124
H -0.9372 4.9061 -0.6294
H 1.1690 5.5655 0.7883
H 2.4708 4.3756 0.7148
H 1.4193 4.4438 2.1268
H -2.1231 4.6050 -2.5794
H -3.0251 4.8001 -1.0675
H -3.8156 4.1278 -2.4882
H -1.7604 2.3403 -3.5280
H -3.4424 1.8437 -3.2719
H -2.1323 0.8780 -2.5950
H -3.6576 2.8420 0.3029
H -3.4712 1.1899 -0.3069
H -4.5729 2.3240 -1.1135
H 1.1991 -2.9490 -2.1182
H 2.3184 -3.4821 -3.3667
H 1.5971 -1.8835 -3.4616
H 3.2034 -3.5564 -0.4637
H 4.7992 -2.8835 -0.7904
H 4.0849 -4.0298 -1.9253
H 3.7552 -0.7023 -3.6616
H 4.3125 -2.3688 -3.8741
H 5.1475 -1.2997 -2.7605
S -0.7520 -1.0998 -2.4457
C 0.1408 -0.1272 -3.5180
N -0.0749 -0.3137 -4.8489
C 0.5324 0.4303 -5.7981
C 1.4089 1.4003 -5.4127
C 1.6189 1.5296 -4.0305
N 1.0134 0.7970 -3.1170
H -0.7255 -1.0423 -5.1204
H 0.2835 0.1998 -6.8243
H 1.9161 2.0226 -6.1323
H 2.3235 2.2643 -3.6556
C -6.4767 0.1591 1.5229
C -6.5629 0.7645 0.1430
C -7.3391 1.9113 -0.0118
C -7.6074 2.4613 -1.2517
Cl -8.5853 3.8869 -1.3654
C -7.1307 1.8538 -2.4041
C -6.3282 0.7425 -2.2696
C -5.9993 0.2279 -1.0169
O -5.1771 -0.8607 -1.1207
C -4.4662 -1.5070 -0.0870
C -2.9744 -1.6288 -0.4519
O -2.6035 -2.7160 -0.8587
O -2.2285 -0.6010 -0.2306
H -7.3248 0.4999 2.1130
H -5.5683 0.4641 2.0499
H -6.5118 -0.9283 1.4986
H -7.7876 2.3698 0.8603
H -7.3788 2.2619 -3.3734
H -5.9027 0.2430 -3.1300
H -4.8661 -2.5208 -0.0574
H -4.5783 -1.0096 0.8688
C 0.7735 -6.5525 0.1413
N 0.9409 -5.1395 0.4487
C 0.2254 -4.1645 -0.1102
N -0.6352 -4.4398 -1.0620
S 0.6503 -2.5949 0.5027
H 1.4147 -7.1234 0.8054
H 1.0636 -6.7716 -0.8877
H -0.2576 -6.8670 0.3101
H 1.6420 -4.8690 1.1200
H -0.8047 -5.4013 -1.3148
H -1.3840 -3.7601 -1.2447

Atomic forces in eV per Å
-0.48 -1.23 -0.39
0.04 0.04 0.01
0.02 -0.08 -0.04
-0.14 0.06 -0.04
0.07 -0.09 -0.04
-0.21 -0.21 0.18
0.07 0.11 -0.07
-0.05 0.35 0.03
-0.07 0.00 -0.09
0.21 0.33 -0.76
-0.01 -0.20 0.02
-0.01 0.09 -0.09
-0.03 -0.09 0.04
0.02 0.04 0.03
0.00 -0.09 -0.02
0.07 0.04 -0.09
0.03 0.00 -0.03
0.04 0.03 0.02
0.27 -0.07 0.02
-0.09 -0.18 0.09
-0.15 0.21 -0.41
0.09 -0.12 0.19
-0.10 -0.01 -0.12
0.01 0.01 0.01
0.16 -0.10 0.14
0.03 -0.03 -0.09
0.03 -0.11 0.08
0.02 0.09 -0.01
-0.22 0.16 0.14
0.11 -0.03 0.11
0.01 -0.04 -0.06
0.00 -0.06 0.05
0.01 0.01 0.01
0.00 0.00 0.00
-0.01 0.00 0.00
0.03 0.00 0.01
0.03 0.02 0.03
-0.03 0.00 0.01
0.00 0.01 0.00
-0.01 0.00 0.00
0.00 -0.01 -0.01
0.00 -0.01 0.06
-0.12 -0.03 0.05
-0.03 0.03 -0.02
-0.01 -0.03 -0.01
-0.01 0.01 0.01
0.01 0.01 0.00
-0.02 -0.01 0.00
0.01 -0.02 0.03
-0.01 0.00 -0.02
-0.02 0.02 -0.02
0.00 0.00 0.01
0.01 0.00 0.00
-0.01 0.01 0.00
0.02 0.00 -0.01
-0.06 -0.01 0.01
-0.02 -0.01 0.02
0.02 0.01 -0.02
0.00 0.03 0.00
-0.18 0.00 -0.02
0.01 0.00 0.01
-0.02 0.04 0.00
-0.04 0.00 0.06
0.03 0.00 -0.02
0.03 0.00 -0.01
0.06 -0.12 -0.15
0.00 0.00 -0.01
0.01 0.01 0.00
0.01 -0.01 0.00
0.00 0.01 -0.02
0.00 0.00 -0.01
0.02 0.00 0.00
0.41 0.21 0.61
0.31 0.56 -0.01
-0.17 -0.15 0.15
0.07 0.06 0.00
-0.08 -0.10 0.09
0.08 0.08 -0.15
-0.17 -0.02 0.01
-0.01 0.05 -0.10
-0.01 0.01 0.00
0.01 0.00 -0.01
-0.01 0.01 0.01
0.10 0.11 0.00
-0.01 -0.22 -0.14
-0.16 0.15 -0.09
0.03 -0.03 0.04
0.01 0.00 0.00
0.01 0.16 0.10
0.23 0.00 0.06
-0.45 0.05 0.10
0.50 -0.35 -0.34
-0.42 0.56 -0.29
-0.53 -0.65 0.20
0.36 -0.08 -0.35
0.38 0.84 0.87
0.02 0.00 0.03
0.01 -0.02 0.04
-0.08 -0.01 0.02
0.02 -0.03 0.04
0.00 -0.04 -0.03
-0.07 0.03 -0.06
0.25 -0.06 0.32
0.13 0.00 0.00
0.00 -0.07 -0.02
-0.02 0.18 -0.04
0.24 -0.08 -0.03
-0.28 -0.01 -0.09
-0.24 0.06 0.23
-0.01 0.00 0.00
0.00 0.01 0.00
0.01 0.01 0.01
-0.01 -0.02 0.02
0.02 -0.02 0.02
0.11 0.06 0.04

Properties
HOMO energy (eV): -11.767
Max |F| (eV Å⁻¹): 1.4
LUMO level (eV): -6.823
Calculated total energy (hartree): -3694.5551
Charge: +2